1.
The following is a quantum chemistry calculation of a gas-phase ion, C4H6NS (charge +1) in a non-equilibrium geometry, from OMol25.

Computed properties:
SMILES: C#[N+]/C=S(#C)/C
Charge: +1
Calculated total energy, eV: -16555.688
LUMO level, eV: -5.313
Gap between HOMO and LUMO, Eh: 0.2830
Energy above the lowest of the compared OMol25 structures with the same formula, charge and spin, eV: 6.8836

Last column: natural (NBO) charge in e.
Geometry (Å):
S (-0.02656, -0.13115, -0.32206)  0.87
N (-2.60908, -0.20460, -0.18282)  -0.23
C (-0.26096, 1.39776, -0.43759)  -0.44
C (0.93581, -1.91416, 0.09891)  -0.53
C (-3.50593, 0.49038, 0.14714)  0.27
C (-1.56712, -1.00448, -0.43312)  -0.44
H (0.27503, -2.63541, -0.39892)  0.24
H (-1.45484, -1.98670, -0.06865)  0.24
H (0.72039, -1.80362, 1.12164)  0.24
H (0.50826, 2.12043, -0.37155)  0.24
H (-4.50442, 0.88468, -0.17956)  0.29
H (1.87002, -1.79168, -0.37163)  0.25

Force components x, y, z for each atom (eV/Å):
S -1.8 -2.8 -0.5
N -1.1 -0.1 0.5
C 0.0 0.1 0.0
C -1.6 1.6 -1.6
C 0.1 -1.1 -1.3
C 0.5 2.8 0.2
H 0.4 0.4 0.0
H -0.8 -0.8 0.3
H 0.7 -0.4 1.4
H 0.9 0.7 0.1
H 1.4 -0.2 0.5
H 1.3 -0.1 0.2

2.
The following is a quantum chemistry calculation of C4H6O in the gas phase in a non-equilibrium geometry, from OMol25.

Computed properties:
SMILES: C#CCCO
Calculated total energy, eV: -6290.527
LUMO level, eV: 0.863
Gap between HOMO and LUMO, Eh: 0.4026
Energy above the lowest of the compared OMol25 structures with the same formula, charge and spin, eV: 1.3912

Last column: natural (NBO) charge in e.
Geometry (Å):
O (2.23845, 0.04363, -0.05024)  -0.72
C (-1.43163, 0.16846, 0.03561)  -0.01
C (-2.55092, -0.28620, -0.01739)  -0.24
C (0.91310, -0.47502, 0.02543)  -0.04
C (-0.07800, 0.70017, 0.01132)  -0.50
H (0.71811, -1.09895, 0.92438)  0.17
H (0.12773, 1.36062, 0.86921)  0.24
H (0.10658, 1.29560, -0.87310)  0.24
H (0.69529, -1.11348, -0.84031)  0.16
H (-3.51725, -0.71626, -0.11486)  0.24
H (2.84665, -0.72096, 0.10680)  0.47

Force components x, y, z for each atom (eV/Å):
O 0.4 -1.3 0.5
C -1.4 -0.1 -0.2
C 1.2 0.3 0.0
C -0.4 -0.1 0.0
C 0.7 -0.3 0.6
H 0.4 0.4 -0.3
H -0.2 -0.3 -0.2
H -0.1 0.1 -0.3
H 0.1 0.1 0.0
H -0.1 0.0 0.1
H -0.7 1.1 -0.2

3.
The following is a quantum chemistry calculation of C4H6O in the gas phase in a non-equilibrium geometry, from OMol25.

Computed properties:
SMILES: C=C/C=C/O
Calculated total energy, eV: -6290.586
LUMO level, eV: 0.910
Gap between HOMO and LUMO, Eh: 0.3694
Energy above the lowest of the compared OMol25 structures with the same formula, charge and spin, eV: 1.3323

Last column: natural (NBO) charge in e.
Geometry (Å):
O (0.89108, -2.06019, -0.72862)  -0.71
C (0.66172, -0.70993, -0.56077)  0.14
C (0.04187, -0.21788, 0.50146)  -0.31
C (-0.27683, 1.20662, 0.64257)  -0.21
C (-1.34764, 1.95554, 0.44430)  -0.37
H (0.93860, -0.10702, -1.42764)  0.16
H (-0.10925, -1.02384, 1.23666)  0.23
H (-1.22623, 3.01556, 0.21139)  0.20
H (0.66166, 1.71250, 0.75510)  0.20
H (-2.35205, 1.62894, 0.23129)  0.19
H (0.40091, -2.34677, -1.50241)  0.48

Force components x, y, z for each atom (eV/Å):
O 0.3 0.0 0.5
C -0.6 0.4 -0.9
C -0.4 -1.8 0.4
C 1.0 0.2 -0.2
C -0.2 0.4 -0.9
H 0.0 0.1 0.2
H -0.5 0.7 0.1
H 0.1 -0.1 0.8
H 0.3 0.9 0.1
H -0.1 -0.6 0.1
H 0.1 -0.1 -0.1

4.
The following is a quantum chemistry calculation of 2 unconnected molecules or ions with the total composition C4H6O in a non-equilibrium geometry, from OMol25.

Computed properties:
SMILES: C#CC.C=O
Calculated total energy, eV: -6289.039
LUMO level, eV: 1.042
Gap between HOMO and LUMO, Eh: 0.3941
Energy above the lowest of the compared OMol25 structures with the same formula, charge and spin, eV: 2.8785

Last column: natural (NBO) charge in e.
Geometry (Å):
O (1.54498, -1.17671, 0.09963)  -0.56
C (1.13372, -0.95500, -1.02150)  0.28
C (-0.76011, 0.63613, 0.13377)  0.05
C (-0.89589, 0.65367, -1.05554)  -0.31
C (-0.37862, 0.46432, 1.49258)  -0.71
H (0.16780, 1.27243, 2.00464)  0.25
H (0.44835, -1.65370, -1.54698)  0.11
H (1.58122, -0.17627, -1.67195)  0.12
H (-1.50166, 0.58189, 1.72038)  0.25
H (-1.28127, 0.87478, -2.01741)  0.24
H (-0.05852, -0.52156, 1.86237)  0.27

Force components x, y, z for each atom (eV/Å):
O -0.3 0.2 -0.8
C 1.1 -0.9 0.1
C 2.3 -0.4 -0.9
C -1.0 0.7 -0.6
C -2.8 0.4 1.6
H -0.2 -0.3 -0.6
H -0.1 0.3 0.3
H -0.2 0.0 0.3
H 1.3 -0.2 1.6
H 0.1 -0.2 -0.3
H 0.0 0.3 -0.7

5.
The following is a quantum chemistry calculation of 2 unconnected molecules or ions with the total composition C4H6O, from OMol25.

Computed properties:
SMILES: CC=O.C#C
Calculated total energy, eV: -6289.882
LUMO level, eV: 0.953
Gap between HOMO and LUMO, Eh: 0.4115
Energy above the lowest of the compared OMol25 structures with the same formula, charge and spin, eV: 2.0362

Last column: natural (NBO) charge in e.
Geometry (Å):
O (-1.15658, -1.41379, 0.78123)  -0.54
C (1.60049, -0.24026, 0.93454)  -0.26
C (-1.31318, -0.87658, -0.29224)  0.46
C (2.60055, 0.40722, 0.76352)  -0.24
C (-1.00405, 0.56564, -0.63742)  -0.73
H (-0.63092, 0.68413, -1.66417)  0.23
H (-2.01240, 0.94979, -0.60591)  0.24
H (3.50651, 0.95723, 0.63513)  0.23
H (-0.36302, 1.11577, 0.06170)  0.25
H (0.70544, -0.80807, 1.10967)  0.26
H (-1.93283, -1.34109, -1.08606)  0.11

Force components x, y, z for each atom (eV/Å):
O 0.1 0.1 -0.7
C 0.7 0.3 0.1
C -0.5 0.6 0.4
C -0.4 -0.3 0.1
C 0.6 -0.4 0.1
H -0.1 -0.2 0.3
H -0.4 0.6 -0.1
H -0.2 -0.1 0.0
H -0.3 -0.4 -0.1
H 0.3 0.1 0.0
H 0.3 -0.4 0.1

6.
The following is a quantum chemistry calculation of a molecular structure, C4H6O in a non-equilibrium geometry, from OMol25.

Computed properties:
Calculated total energy, eV: -6288.846
LUMO level, eV: 0.820
Gap between HOMO and LUMO, Eh: 0.3744
Energy above the lowest of the compared OMol25 structures with the same formula, charge and spin, eV: 3.0723

Last column: natural (NBO) charge in e.
Geometry (Å):
O (1.33980, -0.85059, 0.99943)  -0.53
C (0.69392, 0.71262, 0.39297)  0.06
C (-0.76753, 0.79556, 0.03454)  -0.46
C (0.94244, -0.58850, -0.26318)  0.07
C (-0.61417, -0.70543, -0.30532)  -0.41
H (1.54885, -0.81183, -1.14411)  0.18
H (-0.99923, -1.03108, -1.26093)  0.21
H (1.23890, 1.26978, 1.13101)  0.22
H (-0.95369, -1.31117, 0.53874)  0.23
H (-0.94280, 1.36860, -0.90001)  0.23
H (-1.48648, 1.15203, 0.77686)  0.21

Force components x, y, z for each atom (eV/Å):
O -0.9 1.0 0.4
C 0.2 -0.1 0.6
C 0.1 -0.3 0.4
C -0.3 0.1 -0.6
C -0.3 -0.5 -0.5
H 0.1 -0.1 0.2
H -0.4 0.0 -0.1
H 0.7 0.5 -0.6
H 0.2 -0.2 -0.4
H 0.6 -0.2 0.5
H 0.0 -0.3 0.0

7.
The following is a quantum chemistry calculation of C4H6O in the gas phase, from OMol25.

Computed properties:
Calculated total energy, eV: -6288.615
LUMO level, eV: -0.824
Gap between HOMO and LUMO, Eh: 0.3178
Energy above the lowest of the compared OMol25 structures with the same formula, charge and spin, eV: 3.3034

Last column: natural (NBO) charge in e.
Geometry (Å):
O (2.23152, -0.85141, 0.23700)  -0.53
C (-1.17242, 0.32556, -0.04353)  -0.59
C (1.15788, -0.30696, -0.00301)  0.39
C (-0.23185, -0.88432, -0.05694)  -0.51
C (1.33799, 1.06021, -0.37376)  -0.05
H (-0.38699, -1.57048, 0.78177)  0.24
H (-0.67360, 1.17625, -0.55052)  0.21
H (-0.33489, -1.47341, -0.97605)  0.24
H (-1.41171, 0.64231, 0.97507)  0.22
H (1.39542, 1.73744, 0.49127)  0.16
H (-2.09914, 0.16768, -0.59627)  0.23

Force components x, y, z for each atom (eV/Å):
O -0.3 0.2 0.0
C -0.1 0.0 0.0
C 0.2 -0.1 0.0
C 0.0 0.0 0.0
C 0.1 -0.1 0.1
H 0.0 0.1 -0.1
H -0.1 0.0 0.0
H 0.1 0.1 0.1
H 0.0 0.0 -0.2
H 0.1 -0.1 -0.1
H 0.1 -0.1 0.1

8.
The following is a quantum chemistry calculation of 3 unconnected molecules or ions with the total composition C4H6O in a non-equilibrium geometry, from OMol25.

Computed properties:
Calculated total energy, eV: -6288.269
LUMO level, eV: 1.015
Gap between HOMO and LUMO, Eh: 0.3852
Energy above the lowest of the compared OMol25 structures with the same formula, charge and spin, eV: 3.6489

Last column: natural (NBO) charge in e.
Geometry (Å):
O (-2.73708, -0.66257, -0.87255)  -0.51
C (-1.83075, 0.01569, -0.80606)  0.53
C (0.06354, -0.85667, 0.61270)  -0.22
C (1.10084, -0.47711, -0.39835)  -0.43
C (0.82761, 0.13571, 0.93519)  -0.18
H (1.17653, 0.82082, 1.68866)  0.23
H (-0.65557, 1.83162, -0.36996)  0.01
H (-0.09006, 1.86376, 0.11383)  -0.02
H (1.97813, -1.11492, -0.51130)  0.18
H (-0.64368, -1.60488, 0.92634)  0.23
H (0.81050, 0.04856, -1.31851)  0.18

Force components x, y, z for each atom (eV/Å):
O 0.6 0.5 0.1
C -1.3 -0.7 -0.5
C 0.4 -0.1 0.4
C 0.2 -0.1 -0.3
C 0.1 -0.4 0.3
H -0.1 0.0 -0.1
H 0.2 0.4 0.0
H -0.1 0.4 -0.1
H 0.0 0.1 -0.1
H 0.0 0.1 -0.1
H 0.0 -0.1 0.3

9.
The following is a quantum chemistry calculation of a molecular structure, C4H6O, from OMol25.

Computed properties:
Calculated total energy, eV: -6290.457
LUMO level, eV: 1.047
Gap between HOMO and LUMO, Eh: 0.3514
Energy above the lowest of the compared OMol25 structures with the same formula, charge and spin, eV: 1.4613

Last column: natural (NBO) charge in e.
Geometry (Å):
O (-1.34993, -0.20162, 1.44210)  -0.50
C (0.85001, -0.03085, -1.25940)  -0.64
C (-0.21199, 0.68737, 1.19551)  -0.08
C (0.19704, -0.22366, 0.06078)  -0.14
C (-0.87725, -0.94614, 0.37847)  0.13
H (0.23974, 0.70059, -1.80442)  0.21
H (-1.40040, -1.80995, -0.01991)  0.19
H (1.88162, 0.32952, -1.24916)  0.22
H (0.79912, -0.96894, -1.82244)  0.22
H (0.38710, 0.73829, 2.10849)  0.19
H (-0.51287, 1.69057, 0.87905)  0.19

Force components x, y, z for each atom (eV/Å):
O 0.0 -0.1 0.2
C 0.1 0.0 -0.1
C 0.2 0.3 0.1
C -0.4 0.0 -0.2
C 0.0 -0.2 -0.2
H 0.3 0.0 -0.1
H 0.0 0.1 0.2
H -0.1 -0.1 0.1
H 0.1 0.2 0.0
H 0.1 0.0 -0.2
H -0.2 -0.1 0.1

10.
The following is a quantum chemistry calculation of C4H6O2 in the gas phase, from OMol25.

Computed properties:
SMILES: O=C[C@H]1CCO1
Calculated total energy, eV: -8338.339
LUMO level, eV: 0.832
Gap between HOMO and LUMO, Eh: 0.3836
Energy above the lowest of the compared OMol25 structures with the same formula, charge and spin, eV: 2.1226

Last column: natural (NBO) charge in e.
Geometry (Å):
O (-2.61132, -0.11844, -0.16117)  -0.52
O (0.71277, 0.48851, 1.05477)  -0.52
C (1.50256, 0.42825, -0.15752)  -0.05
C (-1.75952, 0.10794, 0.66500)  0.42
C (0.34012, -0.22108, -0.92585)  -0.45
C (-0.33150, -0.27856, 0.44891)  0.00
H (-0.47242, -1.27708, 0.92195)  0.19
H (0.52996, -1.18541, -1.39567)  0.22
H (1.83170, 1.42211, -0.48858)  0.18
H (-1.98724, 0.39240, 1.71429)  0.12
H (2.39023, -0.20607, -0.03309)  0.17
H (-0.14534, 0.44742, -1.64304)  0.23

Force components x, y, z for each atom (eV/Å):
O 0.2 0.4 0.4
O -0.1 0.1 0.2
C 0.2 0.0 -0.1
C -0.3 0.0 -0.3
C 0.0 -0.1 -0.1
C -0.3 -0.4 0.0
H 0.9 -0.1 -0.3
H 0.1 0.1 0.0
H -0.2 -0.2 0.1
H -0.2 0.3 -0.2
H -0.2 0.1 0.1
H -0.1 -0.2 0.2